Run A
Computed, not measured: a cluster of 2 separate species, C4H11N2 in total, with ωB97M-V with the def2-TZVPD basis set.

gap between HOMO and LUMO = 2.728 eV
HOMO = -11.95 eV
E_LUMO = -9.22 eV
charge = +1

CARTESIAN COORDINATES (ANGSTROEM)
C 1.94473 0.44264 0.42238
C 0.63634 0.90255 -0.19964
C -0.29136 -0.19841 -0.48510
C -1.48032 -0.29681 0.18284
N -2.44240 -1.25428 0.04887
N 2.74747 -0.55725 -0.29023
H 1.65205 -0.08525 1.40188
H 2.70242 1.21574 0.73061
H 0.67972 1.35963 -1.21614
H 0.12748 1.73578 0.33159
H -0.03979 -1.02628 -1.18138
H -1.82788 0.47933 0.87374
H -2.03598 -2.15274 -0.22928
H -5.80164 1.84456 -0.58185
H -3.17098 -1.35595 0.82942
H 3.31336 -1.04083 0.37571
H 3.28679 -0.01243 -1.01343

***

Run B
Computed, not measured: a cluster of 2 separate species, C4H11N2 in total, with ωB97M-V with the def2-TZVPD basis set.

gap between HOMO and LUMO = 9.308 eV
HOMO = -14.46 eV
E_LUMO = -5.15 eV
charge = +1

CARTESIAN COORDINATES (ANGSTROEM)
C -2.73860 -0.05668 0.51024
C -0.59507 1.21916 -0.11442
C -1.39619 -0.03487 0.12195
C -0.73272 -1.25932 -0.59110
N 0.58402 1.20506 -0.64323
N 2.77516 -0.13030 0.51234
H -3.19744 0.92232 1.05258
H -3.23384 -0.97579 0.56979
H -1.02476 2.10322 0.14115
H 0.22941 -1.34101 -0.21549
H -0.82311 -1.05277 -1.68074
H -1.43797 -2.17171 -0.51718
H 1.05041 0.34412 -0.50525
H 1.15688 2.06628 -0.63867
H 3.10664 -0.82962 -0.10034
H 2.68081 -0.38459 1.52268
H 3.59638 0.37651 0.57569

***

Run C
Computed, not measured: a cluster of 2 separate species, C4H11N2 in total, with ωB97M-V with the def2-TZVPD basis set.

gap between HOMO and LUMO = 10.422 eV
HOMO = -14.09 eV
E_LUMO = -3.67 eV
charge = +1

CARTESIAN COORDINATES (ANGSTROEM)
C -2.68958 -1.17976 0.16495
C 3.37844 -0.41782 0.29344
C 2.07292 -0.44030 0.47945
C -1.30089 0.60822 -0.51195
N -1.54684 -0.30796 0.31000
N -0.11448 1.52294 -0.29421
H -3.06421 -1.19140 -0.86751
H -3.48649 -0.81957 0.76797
H 4.01733 -0.10297 1.06760
H -2.63263 -2.24183 0.27003
H 3.75446 -0.50114 -0.64771
H 1.71370 -0.22480 1.44517
H 1.29988 -0.71214 -0.37323
H -1.86708 0.91485 -1.41816
H 0.77645 1.35020 -0.90582
H 0.22362 1.29543 0.70328
H -0.53459 2.44806 -0.48330

***

Run D
Computed, not measured: the ion C4H11N2 with charge +1, with ωB97M-V with the def2-TZVPD basis set.

gap between HOMO and LUMO = 9.912 eV
HOMO = -14.30 eV
SMILES string = C=[NH+]CCCN
E_LUMO = -4.39 eV
charge = +1

CARTESIAN COORDINATES (ANGSTROEM)
C -1.23760 -0.29581 2.14614
N -0.59342 -0.13405 1.07017
C -1.22949 -0.23969 -0.28898
C -0.11810 -0.55322 -1.26930
C 1.19353 0.27686 -1.22815
N 1.54954 0.85242 0.11945
H -2.20112 -0.78968 2.20482
H -0.80652 0.03378 3.08533
H 0.29247 0.48376 1.00616
H -1.77144 0.69208 -0.41161
H -1.92231 -1.07368 -0.18489
H -0.51748 -0.44406 -2.27707
H 0.14155 -1.61033 -1.22622
H 1.05845 1.14463 -1.86517
H 2.01948 -0.39148 -1.43340
H 1.87965 1.80536 0.05479
H 2.26281 0.24312 0.49792

***

Relative energies, in kcal/mol, with the most stable structure set to zero: run A 168.1; run B 21.5; run C 46.4; run D 0.0.

***

Run A
Computed, not measured: a structure of composition C4H11N2, with ωB97M-V with the def2-TZVPD basis set.

gap between HOMO and LUMO (spin up / spin down) = 9.705 / 9.705 eV
HOMO (spin up / spin down) = -14.08 / -14.08 eV
E_LUMO (spin up / spin down) = -4.38 / -4.38 eV
charge = +1

CARTESIAN COORDINATES (ANGSTROEM)
C 0.24008 -0.15685 0.18478
C 2.99736 -0.10316 -0.15262
C -1.99481 -1.22476 0.18648
C -1.81564 1.21155 -0.16246
N 1.98617 0.77803 0.25683
N -1.06732 -0.05763 0.08388
H 1.83884 1.65193 -0.35219
H 0.66256 -1.16385 0.10780
H 3.49534 -0.00180 -1.18650
H 3.72861 0.11512 0.61918
H 2.59099 -1.07800 0.29037
H -2.53674 -0.93881 1.04464
H -2.69604 -1.23639 -0.70773
H -1.46063 -2.17981 0.36205
H -2.54417 1.11670 -1.08203
H -2.46637 1.36376 0.65959
H -0.95823 1.90399 -0.15207

***

Run B
Computed, not measured: the ion C4H11N2 with charge +1, with ωB97M-V with the def2-TZVPD basis set.

gap between HOMO and LUMO = 12.103 eV
HOMO = -15.37 eV
SMILES string = C[C@H]1[NH2+][C@@]1(C)N
E_LUMO = -3.26 eV
charge = +1

CARTESIAN COORDINATES (ANGSTROEM)
C 1.40031 -1.25736 1.05926
C 0.20152 -0.25539 0.98425
N 0.52795 1.13296 0.36216
C -0.45039 0.13354 -0.27158
C -1.81519 0.72679 -0.53276
N 0.35824 -0.44598 -1.75048
H 1.28200 -2.01926 0.27434
H 1.34342 -1.72850 2.05831
H 2.33943 -0.73186 1.07221
H -0.33483 0.14317 1.88390
H 0.36563 1.84916 1.07877
H 1.30663 1.38988 -0.27035
H -1.65919 1.37189 -1.36378
H -2.26451 1.32826 0.29920
H -2.33814 -0.14441 -0.83406
H 0.18665 -1.43246 -1.70782
H -0.44955 -0.06044 -2.34158

***

Relative energies, in kcal/mol, with the most stable structure set to zero: run A 50.1; run B 0.0.

***

Run A
Computed, not measured: a cluster of 2 separate species, C4H11N2 in total, with ωB97M-V with the def2-TZVPD basis set.

gap between HOMO and LUMO = 8.459 eV
HOMO = -13.42 eV
E_LUMO = -4.96 eV
charge = +1

CARTESIAN COORDINATES (ANGSTROEM)
C 0.87464 1.26038 0.15840
C 1.26377 -0.14703 0.40395
C 2.51629 -0.75479 -0.24697
C -2.39381 0.22332 -0.34347
N -2.95949 -0.45557 0.61704
N 0.21590 0.13101 -0.54067
H 0.21241 1.73565 0.93042
H 1.53596 1.96677 -0.33389
H 0.92268 -0.59568 1.31494
H 3.49525 -0.21674 0.00298
H 2.23926 -0.95522 -1.29286
H 2.69385 -1.73840 0.25864
H -1.99905 1.22471 -0.17431
H -2.29930 -0.23127 -1.26281
H -3.20171 -1.39891 0.61238
H -3.45785 -0.09819 1.43180
H 0.34121 0.04996 -1.53558

***

Run B
Computed, not measured: a structure of composition C4H11N2, with ωB97M-V with the def2-TZVPD basis set.

gap between HOMO and LUMO = 9.949 eV
HOMO = -14.18 eV
E_LUMO = -4.23 eV
charge = +1

CARTESIAN COORDINATES (ANGSTROEM)
C 0.24372 0.53718 1.67046
C -0.01471 -0.88823 1.27212
C -0.77460 -0.95527 -0.10037
C -0.31206 -0.06396 -2.36381
N -0.15483 -0.17493 -1.10298
N 0.84436 1.29561 0.44601
H -0.65507 1.17940 1.81683
H 0.82662 0.72185 2.58462
H -0.71055 -1.32406 2.00115
H 0.82555 -1.54884 1.04658
H -1.80954 -0.62246 0.06692
H -0.68372 -2.00577 -0.44164
H -0.30160 -0.96319 -2.96932
H -0.20571 0.91996 -2.81644
H 0.85163 2.27709 0.72246
H 0.30741 0.79867 -0.51625
H 1.84708 1.08609 0.40017

***

Run C
Computed, not measured: the ion C4H11N2 with charge +1, with ωB97M-V with the def2-TZVPD basis set.

gap between HOMO and LUMO = 9.298 eV
HOMO = -12.56 eV
SMILES string = N/C=C/CC[NH3+]
E_LUMO = -3.26 eV
charge = +1

CARTESIAN COORDINATES (ANGSTROEM)
N -0.90870 -0.24601 -2.36864
C -0.08719 -0.46908 -1.33723
C 0.68562 0.36820 -0.56963
C 1.30943 -0.16715 0.71153
C 0.22696 -0.09995 2.03182
N -0.92105 0.55197 1.40532
H -0.69920 0.43623 -3.32244
H -1.45493 -0.98306 -2.79971
H 0.20867 -1.55384 -1.28921
H 1.01700 1.28183 -1.02414
H 1.77663 -1.20947 0.73190
H 2.12723 0.52716 1.00424
H -0.02947 -1.17132 2.37760
H 0.73278 0.49925 2.83751
H -1.80450 0.77805 1.93046
H -1.32630 0.13402 0.51942
H -0.54849 1.32730 0.75867

***

Relative energies, in kcal/mol, with the most stable structure set to zero: run A 20.5; run B 0.0; run C 23.8.

***

Run A
Computed, not measured: a cluster of 2 separate species, C4H11N2 in total, with ωB97M-V with the def2-TZVPD basis set.

gap between HOMO and LUMO = 10.728 eV
HOMO = -15.51 eV
E_LUMO = -4.78 eV
charge = +1

CARTESIAN COORDINATES (ANGSTROEM)
C -1.13597 0.04973 -1.29486
C -2.18009 1.22158 0.71380
C -0.77639 -1.75889 0.60271
C 3.09993 0.77614 -0.08680
N -1.38070 0.57135 0.00782
N -0.51537 -0.45046 -0.10545
H -1.93124 -0.47279 -1.74381
H -0.46392 0.64324 -1.87112
H 3.55282 0.79689 -0.98982
H -2.79025 1.89377 0.34540
H -2.05006 0.98077 1.83213
H -0.31619 -1.56417 1.50283
H -1.75187 -2.15356 0.49939
H -0.15245 -2.55674 -0.02843
H 3.18273 -0.24057 0.17112
H 3.54336 1.33501 0.61911
H 2.06566 0.92870 -0.17401

***

Run B
Computed, not measured: a cluster of 2 separate species, C4H11N2 in total, with ωB97M-V with the def2-TZVPD basis set.

gap between HOMO and LUMO = 7.865 eV
HOMO = -12.50 eV
E_LUMO = -4.64 eV
charge = +1

CARTESIAN COORDINATES (ANGSTROEM)
C 1.17878 -0.66995 -2.10644
C -1.04103 0.22785 -1.72203
N 0.16780 0.08111 -1.37146
H 1.58176 -1.43300 -1.44942
H 1.97588 0.00252 -2.41295
H 0.72943 -1.12791 -2.98222
H -1.37244 -0.23382 -2.64383
H -1.71052 0.79965 -1.09288
H 0.45653 0.48585 -0.46266
C 0.69806 0.81246 1.57242
C -0.08472 -0.19389 1.99439
N -1.44582 -0.10963 2.23848
H 0.28628 1.80682 1.43477
H 1.76216 0.66017 1.47637
H 0.32206 -1.18605 2.14548
H -1.75642 0.83345 2.43535
H -1.74778 -0.75560 2.94664

***

Relative energies, in kcal/mol, with the most stable structure set to zero: run A 86.9; run B 0.0.

***

Run A
Computed, not measured: a cluster of 2 separate species, H2I3P2 in total, with ωB97M-V with the def2-TZVPD basis set.

gap between HOMO and LUMO = 6.346 eV
HOMO = -13.38 eV
E_LUMO = -7.03 eV
charge = +1

CARTESIAN COORDINATES (ANGSTROEM)
P 1.12718 -0.52267 1.04743
P 0.83826 0.86731 -0.59454
I -3.18606 -1.27638 -1.40034
I -0.65820 -1.62632 -2.23128
I -1.16707 2.07098 0.17912
H 2.37526 0.10631 1.10207
H 0.67062 0.38077 1.89753

***

Run B
Computed, not measured: a cluster of 2 separate species, H2I3P2 in total, with ωB97M-V with the def2-TZVPD basis set.

gap between HOMO and LUMO (spin up / spin down) = 4.075 / 4.013 eV
HOMO (spin up / spin down) = -12.64 / -12.62 eV
E_LUMO (spin up / spin down) = -8.56 / -8.60 eV
charge = +1

CARTESIAN COORDINATES (ANGSTROEM)
P -1.13173 1.26346 0.61637
P 0.13974 -0.54608 -0.06403
I 3.97322 -1.17122 0.01645
I -0.20555 -2.33665 1.53183
I -0.84396 -1.29081 -2.17370
H -0.28392 2.49135 0.72627
H -1.64781 1.58995 -0.65319

***

Relative energies, in kcal/mol, with the most stable structure set to zero: run A 0.0; run B 34.5.

***

Run A
Computed, not measured: the ion C5H10NS with charge +1, with ωB97M-V with the def2-TZVPD basis set.

gap between HOMO and LUMO (spin up / spin down) = 6.963 / 6.962 eV
HOMO (spin up / spin down) = -12.55 / -12.55 eV
E_LUMO (spin up / spin down) = -5.58 / -5.59 eV
charge = +1

CARTESIAN COORDINATES (ANGSTROEM)
C -1.02623 1.31691 -0.18079
C 0.29276 1.73931 -0.08586
C 1.77757 -0.45671 -0.35450
C 2.85500 -1.42328 -0.22693
C -2.85136 -0.21811 0.35360
N -1.45569 0.20490 0.42727
S 1.67147 0.89076 0.64488
H -1.78155 1.90263 -0.76790
H 0.55423 2.75759 -0.25590
H 1.12070 -0.65542 -1.16103
H 2.51489 -2.40946 -0.04579
H 3.49068 -1.11882 0.53199
H 3.16241 -1.38260 -1.23770
H -3.06360 -0.79132 -0.56426
H -2.74365 -0.92593 1.23586
H -3.56756 0.56763 0.42683
H -0.95006 0.00190 1.26022

***

Run B
Computed, not measured: a cluster of 2 separate species, C5H10NS in total, with ωB97M-V with the def2-TZVPD basis set.

gap between HOMO and LUMO = 4.640 eV
HOMO = -11.18 eV
E_LUMO = -6.54 eV
charge = +1

CARTESIAN COORDINATES (ANGSTROEM)
C 2.01866 1.31960 0.88615
C 2.12064 0.57907 -0.14503
C -3.14495 0.44610 -0.17899
C -1.05448 -0.27678 1.46463
C 2.32101 -0.30128 -1.14648
N 1.68298 -1.53001 -1.39957
S -1.28541 0.33456 -0.02860
H 1.15761 2.00930 0.87094
H -3.47522 -0.43347 -0.87694
H -3.38681 1.40505 -0.62067
H -3.59024 0.27790 0.74158
H -1.73120 -0.66896 2.14961
H 0.02934 -0.45326 1.65665
H 2.90262 0.01377 -2.11505
H 2.57336 1.27505 1.79228
H 1.91772 -1.98098 -2.28916
H 0.94437 -2.01568 -0.76135

***

Relative energies, in kcal/mol, with the most stable structure set to zero: run A 0.0; run B 46.6.